(1)
# CH3NO4

An isolated molecule of CH3NO4 in a non-equilibrium geometry (ωB97M-V/def2-TZVPD, the Open Molecules 2025 dataset).

```
9
Properties=species:S:1:pos:R:3:forces:R:3:nbo_charge:R:1
C 0.59101 0.18014 0.34983 -1.251 3.334 0.397 0.8995
N -0.70365 0.23007 -0.37736 -1.615 -7.129 1.526 0.0373
O -1.57132 -0.43390 0.34961 -0.202 1.743 -1.303 -0.5509
O -0.32136 -0.71204 -1.57976 1.904 -1.157 -0.433 -0.6610
O 1.60037 0.22053 -0.25089 1.680 -0.499 0.777 -0.5265
O 0.15330 0.29698 1.56879 2.407 0.799 3.657 -0.6346
H -1.07743 0.74015 -1.11025 -0.699 3.312 -1.032 0.4337
H 0.59071 -1.05929 -1.33506 -1.565 0.493 -0.842 0.4639
H 0.73837 0.53735 2.38509 -0.661 -0.895 -2.747 0.5385
```
Positions in Å, forces in eV/Å.

Summary:
LUMO level = -0.045 eV
SMILES = O=C(O)[N@H+]([O-])O
Molar mass = 93.0 g/mol
HOMO-LUMO gap = 9.388 eV

(2)
# CH3NO4S

An isolated molecule of CH3NO4S in a non-equilibrium geometry (ωB97M-V/def2-TZVPD, the Open Molecules 2025 dataset).

```
10
Properties=species:S:1:pos:R:3:forces:R:3:nbo_charge:R:1
C 0.06613 0.08152 0.12265 2.425 1.825 -1.127 -0.2535
N 2.77129 1.20449 -0.39490 2.310 1.023 0.228 -0.0041
O 3.90513 1.54849 -0.22126 -2.102 -0.610 -0.309 -0.1675
O 3.54902 -1.01671 0.92319 -0.086 0.099 -0.310 -0.8580
O 2.18850 -1.21470 -1.21277 0.627 0.483 0.662 -0.8860
O 1.13636 -0.36406 0.91305 3.515 -0.767 -0.925 -0.6747
S 2.55624 -0.56308 0.01587 -2.719 -1.026 1.042 2.2742
H -0.55224 -0.64691 -0.17810 -2.298 -2.845 -0.696 0.1879
H 0.38027 0.62185 -0.76072 0.359 -0.116 -0.397 0.1888
H -0.34163 0.81737 0.68631 -2.032 1.934 1.832 0.1928
```
Positions in Å, forces in eV/Å.

Summary:
LUMO level = -1.746 eV
SMILES = COS(=O)(=O)N=O
Molar mass = 125.1 g/mol
HOMO-LUMO gap = 8.695 eV

(3)
# CH3NOP2S

A structure of composition CH3NOP2S in a non-equilibrium geometry (ωB97M-V/def2-TZVPD, the Open Molecules 2025 dataset).

```
9
Properties=species:S:1:pos:R:3:forces:R:3:nbo_charge:R:1
C -0.69373 -1.13836 -0.95588 -0.062 -0.903 -1.776 -0.3024
N 0.34519 -1.83885 -0.63777 -1.039 -1.097 -0.090 -0.5765
O 3.50297 0.94437 -0.38918 -0.911 0.196 -0.369 -1.0155
P -0.71358 0.61003 -0.83066 1.614 0.848 1.973 0.3135
P 2.05333 0.68315 -0.19213 -1.505 -0.229 1.151 1.1431
S 1.71896 -1.39881 0.07921 0.219 0.037 0.022 0.3048
H -1.51725 -1.65088 -1.58070 1.375 0.523 1.151 0.2224
H -0.32905 0.43142 0.61715 -0.420 0.498 -1.282 -0.0261
H 1.51114 1.15304 1.08387 0.728 0.127 -0.779 -0.0633
```
Positions in Å, forces in eV/Å.

Summary:
LUMO level = -1.819 eV
Molar mass = 139.1 g/mol
HOMO-LUMO gap = 7.556 eV

(4)
# CH3NOS

An isolated molecule of CH3NOS in a non-equilibrium geometry (ωB97M-V/def2-TZVPD, the Open Molecules 2025 dataset).

```
7
Properties=species:S:1:pos:R:3:forces:R:3:nbo_charge:R:1
C -0.07194 0.61158 0.16503 -2.645 -3.331 -2.798 -0.4666
N -0.77154 -0.92499 -0.55132 0.719 2.557 2.079 -0.8879
O -2.60225 0.99397 -0.98603 -1.082 -0.362 0.888 -0.9026
S -1.28581 0.52113 -1.29014 3.903 -0.393 -0.305 1.3970
H -0.67096 0.50073 1.02198 -0.189 0.500 1.286 0.2248
H 1.00129 0.76226 0.20004 -0.227 -0.072 -0.497 0.2296
H -0.10246 -1.63840 -0.88412 -0.480 1.102 -0.655 0.4057
```
Positions in Å, forces in eV/Å.

Summary:
LUMO level = 0.647 eV
Molar mass = 77.1 g/mol
HOMO-LUMO gap = 10.196 eV

(5)
# CH3NOS

An isolated molecule of CH3NOS in a non-equilibrium geometry (ωB97M-V/def2-TZVPD, the Open Molecules 2025 dataset).

```
7
Properties=species:S:1:pos:R:3:forces:R:3:nbo_charge:R:1
C -0.66228 0.15182 -0.57314 3.241 -0.863 -1.387 -0.0757
N 0.05245 0.94026 0.12550 0.291 -0.605 -1.046 -0.5340
O 1.96715 -0.97297 -0.06280 0.521 -1.313 -0.766 -0.9277
S 1.94232 0.47561 -0.18238 -2.824 0.600 0.208 1.1699
H -1.71841 0.04626 -0.64236 -0.931 0.588 0.644 0.1917
H -0.12782 -0.56898 -1.30548 -0.854 0.689 1.112 0.1538
H 1.99133 0.84202 1.07384 0.555 0.905 1.235 0.0220
```
Positions in Å, forces in eV/Å.

Summary:
LUMO level = 0.436 eV
Molar mass = 77.1 g/mol
HOMO-LUMO gap = 9.986 eV

(6)
# CH3NOS

An isolated molecule of CH3NOS in a non-equilibrium geometry (ωB97M-V/def2-TZVPD, the Open Molecules 2025 dataset).

```
7
Properties=species:S:1:pos:R:3:forces:R:3:nbo_charge:R:1
C 1.11701 -0.30589 -0.08229 -0.193 -0.301 -0.533 0.5365
H -1.61264 -0.30184 1.31600 -0.017 0.057 -0.600 0.0893
H 0.13967 1.50356 0.09418 0.065 -0.615 -0.136 0.4069
H 0.81816 -1.30940 -0.34661 -0.166 -0.872 0.022 0.1061
N 0.00651 0.50849 -0.11583 1.629 1.713 0.393 -0.8036
O 2.25697 -0.00127 0.10996 0.229 0.692 0.231 -0.5562
S -1.50928 -0.10039 -0.03992 -1.547 -0.674 0.622 0.2210
```
Positions in Å, forces in eV/Å.

Summary:
LUMO level = 0.693 eV
SMILES = O=CNS
Molar mass = 77.1 g/mol
HOMO-LUMO gap = 10.871 eV

(7)
# CH3NOS

An isolated molecule of CH3NOS in a non-equilibrium geometry (ωB97M-V/def2-TZVPD, the Open Molecules 2025 dataset).

```
7
Properties=species:S:1:pos:R:3:forces:R:3:nbo_charge:R:1
C -0.21999 -0.74758 0.71029 -5.527 3.639 -0.138 0.5519
H -0.39722 2.04573 -1.13134 -0.101 1.333 0.635 0.0957
H 1.34426 -0.30596 -0.19610 -1.292 1.590 0.054 0.4007
H -1.38269 -0.48322 0.93207 2.127 -0.929 -0.669 0.1018
N 0.38413 0.15767 -0.08065 3.324 -0.327 -1.604 -0.7931
O 0.44249 -1.49807 1.28100 2.008 -4.094 2.736 -0.5574
S -0.17098 0.83143 -1.51527 -0.538 -1.210 -1.014 0.2003
```
Positions in Å, forces in eV/Å.

Summary:
LUMO level = 0.745 eV
SMILES = O=CNS
Molar mass = 77.1 g/mol
HOMO-LUMO gap = 10.694 eV

(8)
# CH3NOS2

A cluster of 2 separate species, CH3NOS2 in total in a non-equilibrium geometry (ωB97M-V/def2-TZVPD, the Open Molecules 2025 dataset).

```
8
Properties=species:S:1:pos:R:3:forces:R:3:nbo_charge:R:1
C 2.43787 -1.54530 0.38646 -2.937 0.601 -0.112 0.0685
N 3.42774 -2.05817 0.39930 4.232 -1.444 0.127 -0.2901
O -1.62930 2.72411 -0.46826 1.005 -2.381 2.452 -0.8095
S -0.91847 1.14085 -0.58039 0.492 0.396 -0.474 0.3475
S -1.63240 -0.82295 -0.01279 0.086 1.678 0.336 -0.1433
H 1.40669 -1.45208 0.33294 -1.297 0.856 -0.053 0.2157
H -2.07345 2.89475 -1.26604 -1.131 0.127 -1.857 0.4782
H -1.01869 -0.88121 1.20877 -0.450 0.167 -0.419 0.1329
```
Positions in Å, forces in eV/Å.

Summary:
LUMO level = -1.188 eV
SMILES = C#N.OSS
Molar mass = 109.2 g/mol
HOMO-LUMO gap = 8.793 eV

(9)
# CH3NP2

An isolated molecule of CH3NP2 in a non-equilibrium geometry (ωB97M-V/def2-TZVPD, the Open Molecules 2025 dataset).

```
7
Properties=species:S:1:pos:R:3:forces:R:3:nbo_charge:R:1
C 1.58987 -0.18624 -0.06019 -0.569 -1.379 0.176 -0.0452
N 2.70273 -0.41897 -0.29108 -1.108 0.443 0.208 -0.2793
P -0.26929 0.11099 0.23768 1.372 3.567 1.823 0.4228
P -2.18089 -0.72861 -0.10823 0.969 0.083 1.603 -0.1283
H 0.14891 1.57786 -0.12990 -1.316 -2.002 0.194 0.0240
H -0.31813 0.39969 1.69038 0.595 -0.457 -1.405 0.0549
H -1.67320 -0.75472 -1.33866 0.057 -0.254 -2.599 -0.0489
```
Positions in Å, forces in eV/Å.

Summary:
LUMO level = -0.838 eV
SMILES = N#C[PH2]=P
Molar mass = 91.0 g/mol
HOMO-LUMO gap = 7.829 eV

(10)
# CH3NS2

A cluster of 2 separate species, CH3NS2 in total in a non-equilibrium geometry (ωB97M-V/def2-TZVPD, the Open Molecules 2025 dataset).

```
7
Properties=species:S:1:pos:R:3:forces:R:3:nbo_charge:R:1
C 1.92666 0.75198 0.15890 -5.054 0.291 -0.581 0.1823
N 0.74117 1.09226 0.14975 1.615 -0.516 1.348 -0.7072
S 3.23641 0.10440 -0.26319 2.712 -0.529 -0.117 0.0737
S -1.96925 0.70201 0.05289 -0.577 -0.976 -0.980 -0.3120
H -1.20299 -0.27444 -0.67362 -1.791 1.070 0.816 0.1861
H -0.06150 0.62718 0.66906 1.882 0.878 -0.246 0.4115
H -3.26037 0.20100 0.06784 1.214 -0.218 -0.239 0.1655
```
Positions in Å, forces in eV/Å.

Summary:
LUMO level = 0.429 eV
SMILES = N=C=S.S
Molar mass = 93.2 g/mol
HOMO-LUMO gap = 9.919 eV

(11)
# CH3NSi

A structure of composition CH3NSi in a non-equilibrium geometry (ωB97M-V/def2-TZVPD, the Open Molecules 2025 dataset).

```
6
Properties=species:S:1:pos:R:3:forces:R:3:nbo_charge:R:1
C 3.68578 -0.01695 -0.02204 -0.513 -0.066 0.079 0.1391
N 2.52506 -0.13493 0.10672 -2.728 0.033 -0.411 -0.8491
Si 0.12546 0.02140 -0.02380 5.002 0.471 0.396 1.1647
H 0.17843 0.32446 1.35784 -0.726 -0.073 1.014 -0.1294
H 0.22350 1.10887 -0.90090 -0.346 1.235 -0.767 -0.1647
H -0.29609 -1.12148 -0.69262 -0.689 -1.600 -0.311 -0.1606
```
Positions in Å, forces in eV/Å.

Summary:
LUMO level = -1.230 eV
Molar mass = 57.1 g/mol
HOMO-LUMO gap = 8.576 eV

(12)
# CH3O2

A cluster of 2 separate species, CH3O2 in total (ωB97M-V/def2-TZVPD, the Open Molecules 2025 dataset).

```
6
Properties=species:S:1:pos:R:3:forces:R:3:nbo_charge:R:1
O -0.32783 -1.09324 1.29939 0.176 0.076 0.545 -1.3692
H -0.25122 -1.05909 2.27055 -0.113 -0.076 -0.555 0.3937
O 0.14618 0.94900 -2.02901 0.076 -0.481 0.066 -0.6071
C 0.14235 0.50900 -0.89306 0.044 0.937 -0.234 0.2978
H 0.56824 -0.44235 -0.55656 -0.156 -0.144 -0.022 0.1770
H -0.27771 1.13668 -0.09131 -0.026 -0.312 0.201 0.1078
```
Positions in Å, forces in eV/Å.

Summary:
LUMO level = 4.413 eV
Total charge = -1
Molar mass = 47.0 g/mol
HOMO-LUMO gap = 6.977 eV

(13)
# CH3O2

The ion CH3O2 with charge -1 (ωB97M-V/def2-TZVPD, the Open Molecules 2025 dataset).

```
6
Properties=species:S:1:pos:R:3:forces:R:3:nbo_charge:R:1
O 0.20063 0.89643 0.82435 -0.127 0.299 0.214 -0.8476
H 1.12316 0.91545 0.55412 0.086 -0.208 -0.119 0.4402
O 0.26765 -1.00270 -0.57192 0.237 -0.083 -0.088 -0.9225
C -0.45036 0.02238 -0.21435 0.345 -0.239 -0.064 0.2623
H -1.39078 -0.23534 0.31817 -0.305 0.173 -0.014 0.0431
H -0.66671 0.73454 -1.05419 -0.236 0.057 0.072 0.0246
```
Positions in Å, forces in eV/Å.

Summary:
LUMO level = 4.990 eV
Total charge = -1
SMILES = [O-]CO
Molar mass = 47.0 g/mol
HOMO-LUMO gap = 7.299 eV

(14)
# CH3O2

A cluster of 2 separate species, CH3O2 in total in a non-equilibrium geometry (ωB97M-V/def2-TZVPD, the Open Molecules 2025 dataset).

```
6
Properties=species:S:1:pos:R:3:forces:R:3:nbo_charge:R:1
C -2.76799 -0.20642 0.09918 -0.900 -0.338 0.199 0.6108
O 1.09236 0.07621 0.19588 3.002 1.204 -0.684 -0.7767
O -1.79105 0.28157 -0.16804 1.032 0.228 -0.185 -0.6037
H 1.75492 -0.65051 0.35184 -0.468 0.550 -0.062 0.5827
H 1.48115 0.77820 -0.46481 -1.180 -1.537 1.308 0.6035
H 0.23061 -0.27904 -0.01405 -1.486 -0.106 -0.576 0.5834
```
Positions in Å, forces in eV/Å.

Summary:
LUMO level = -5.476 eV
Total charge = +1
Molar mass = 47.0 g/mol
HOMO-LUMO gap = 11.828 eV

(15)
# CH3O2P

An isolated molecule of CH3O2P in a non-equilibrium geometry (ωB97M-V/def2-TZVPD, the Open Molecules 2025 dataset).

```
7
Properties=species:S:1:pos:R:3:forces:R:3:nbo_charge:R:1
C -0.96033 0.00335 -0.01606 1.061 -0.647 3.499 -0.2561
O 2.82188 -0.36137 -0.18646 1.956 -0.773 -0.381 -1.0127
O 0.42823 -0.49145 -0.08941 -1.963 0.411 -0.003 -0.8306
P 1.69600 0.42321 0.23652 -1.376 0.785 0.346 1.5266
H -1.32642 0.13975 1.08929 0.756 -0.718 -2.025 0.1886
H -1.56515 -0.63798 -0.57976 -0.733 -1.404 -0.372 0.2034
H -1.09420 0.92450 -0.45412 0.299 2.347 -1.063 0.1808
```
Positions in Å, forces in eV/Å.

Summary:
LUMO level = 0.069 eV
SMILES = COP=O
Molar mass = 78.0 g/mol
HOMO-LUMO gap = 10.539 eV

(16)
# CH3O2S

A structure of composition CH3O2S in a non-equilibrium geometry (ωB97M-V/def2-TZVPD, the Open Molecules 2025 dataset).

```
7
Properties=species:S:1:pos:R:3:forces:R:3:mulliken_spin:R:1
S 1.66496 -0.24391 1.11423 1.325 -0.416 1.798 0.9443
H 2.49443 -1.12598 0.53959 0.018 -0.081 -0.049 -0.0114
O -2.20005 0.78015 -0.93191 -1.081 0.684 -0.850 0.0202
C -1.25330 0.37408 -0.35346 0.373 -0.909 0.727 -0.0013
O -0.06990 0.18910 -0.90651 1.209 -0.235 0.498 0.0870
H -1.34551 0.03171 0.69150 0.270 0.115 0.250 -0.0045
H 0.70938 -0.00516 -0.15343 -2.113 0.843 -2.373 -0.0342
```
Positions in Å, forces in eV/Å.

Summary:
2S+1 = 2
LUMO level (alpha / beta) = 0.312 / -4.087 eV
Molar mass = 79.1 g/mol
HOMO-LUMO gap (alpha / beta) = 10.606 / 6.101 eV

(17)
# CH3O2S2

A structure of composition CH3O2S2 in a non-equilibrium geometry (ωB97M-V/def2-TZVPD, the Open Molecules 2025 dataset).

```
8
Properties=species:S:1:pos:R:3:forces:R:3:nbo_charge:R:1
C 0.67957 0.48234 0.09739 1.950 1.422 -2.836 -0.7390
O -1.63664 0.42488 1.14983 -1.570 -0.317 2.207 -1.0099
O -1.05409 -1.14973 -0.77226 -0.558 1.185 0.983 -0.9318
S 1.36939 -1.11203 0.54616 0.309 1.071 0.146 -0.4444
S -1.14212 0.34822 -0.19636 1.040 1.398 -2.199 1.4559
H 1.08756 1.37589 0.72065 -1.328 -1.479 -1.171 0.2253
H 0.95991 0.95890 -1.42278 -0.344 -1.022 3.388 0.0250
H -0.26358 -1.32846 -0.12263 0.501 -2.256 -0.517 0.4189
```
Positions in Å, forces in eV/Å.

Summary:
LUMO level = 3.771 eV
Total charge = -1
Molar mass = 111.2 g/mol
HOMO-LUMO gap = 7.273 eV

(18)
# CH3O2S2

The ion CH3O2S2 with charge -1 in a non-equilibrium geometry (ωB97M-V/def2-TZVPD, the Open Molecules 2025 dataset).

```
8
Properties=species:S:1:pos:R:3:forces:R:3:nbo_charge:R:1
C 0.96312 -0.16790 -0.03942 -0.312 1.741 -0.575 -0.8669
O -1.04072 0.92952 -1.24284 -0.193 0.296 -0.759 -1.0172
O -1.04296 0.97258 1.21710 0.469 -1.217 -1.419 -1.0175
S -1.84525 -1.49591 0.00509 -0.202 -0.806 0.011 -0.6840
S -0.85316 0.16282 -0.03053 0.626 1.462 1.576 1.9196
H 1.16359 -0.67002 0.87533 0.320 -1.016 0.499 0.2143
H 1.39793 -0.64172 -0.99782 -0.886 0.937 1.682 0.2241
H 1.25744 0.91063 0.21310 0.176 -1.398 -1.017 0.2277
```
Positions in Å, forces in eV/Å.

Summary:
LUMO level = 3.829 eV
Total charge = -1
SMILES = CS(=O)(=O)[S-]
Molar mass = 111.2 g/mol
HOMO-LUMO gap = 7.756 eV

(19)
# CH3O2Si

A structure of composition CH3O2Si in a non-equilibrium geometry (ωB97M-V/def2-TZVPD, the Open Molecules 2025 dataset).

```
7
Properties=species:S:1:pos:R:3:forces:R:3:nbo_charge:R:1
C 3.39178 -0.37600 0.05793 1.773 4.279 0.141 0.4689
O 1.59334 -0.77123 -0.15619 0.098 -0.755 0.556 -1.2231
O 3.60250 0.81911 0.05298 -1.202 -4.357 -0.017 -0.6716
Si 0.09098 -0.34368 0.01390 -0.409 0.120 1.287 1.2936
H 0.01793 1.10044 0.31242 -0.388 0.387 0.353 -0.2762
H -0.52606 -0.54250 -1.21373 -1.307 -0.122 -2.138 -0.2943
H -1.10075 -1.03923 0.88430 1.435 0.447 -0.182 -0.2974
```
Positions in Å, forces in eV/Å.

Summary:
LUMO level = 4.313 eV
Total charge = -1
Molar mass = 75.1 g/mol
HOMO-LUMO gap = 8.542 eV

(20)
# CH3O3

A cluster of 2 separate species, CH3O3 in total in a non-equilibrium geometry (ωB97M-V/def2-TZVPD, the Open Molecules 2025 dataset).

```
7
Properties=species:S:1:pos:R:3:forces:R:3:nbo_charge:R:1
O -0.09880 -2.16631 -0.17542 -0.963 -0.471 0.495 -0.9865
H -0.79336 -2.57588 0.38858 0.801 0.636 -0.604 0.4434
H -0.20225 -1.19824 -0.03258 0.312 0.069 0.263 0.5216
O 1.11014 1.19305 -0.83791 1.370 0.817 -1.935 -0.7574
O -0.19859 0.63972 0.78456 -1.178 1.747 0.098 -0.8466
C 0.24614 1.51781 -0.03751 0.173 -2.611 1.078 0.6035
H -0.06328 2.58983 -0.08973 -0.515 -0.187 0.605 0.0221
```
Positions in Å, forces in eV/Å.

Summary:
LUMO level = 4.477 eV
Total charge = -1
Molar mass = 63.0 g/mol
HOMO-LUMO gap = 8.329 eV